Record 1
C7H38O14 | ωB97M-V with the def2-TZVPD basis set

The calculation puts the frontier orbital gap at 9.277 eV. The charge is 0. As for the LUMO energy: -0.08 eV. The energy above the lowest of the compared OMol25 structures with the same formula, charge and spin is 814.2 kJ/mol. Its electronic energy is -36534.09958 eV. Its spin multiplicity is 1.

Each line ends with the Mulliken charge.
Geometry (Å):
1 C -1.545 1.756 -2.182  -0.21
2 O -2.187 2.067 -0.827  -0.64
3 C -2.537 1.071 -3.089  -0.57
4 C -1.946 -0.408 -3.440  -1.22
5 C -1.253 -1.102 -2.236  1.74
6 C -0.234 -1.972 -2.454  -0.93
7 C -2.721 -2.028 -0.411  -0.84
8 C -1.962 -1.068 -1.046  0.31
9 H -1.252 2.846 -2.354  0.34
10 H -0.505 1.407 -1.896  0.07
11 H -1.779 1.183 -0.393  -0.08
12 H -3.422 0.974 -2.457  0.29
13 H -2.662 1.754 -4.014  0.36
14 H -2.926 -0.840 -3.429  0.39
15 H -1.510 -0.482 -4.369  0.57
16 H 0.291 -2.101 -3.427  0.53
17 H 0.016 -2.662 -1.517  -0.03
18 H -3.180 -1.939 0.595  0.20
19 H -2.806 -2.947 -0.936  0.33
20 H -1.712 -0.273 -0.283  -0.32
21 H 3.838 -1.000 -2.633  0.34
22 H 2.668 -0.271 -3.725  0.30
23 O 3.013 -1.064 -3.277  -0.72
24 H -0.183 -1.969 0.486  0.28
25 H -2.317 -0.571 1.742  0.13
26 O -1.623 -0.140 1.476  -0.43
27 H 1.300 -2.965 2.702  0.26
28 H -2.567 -1.627 4.505  0.26
29 O 1.737 -2.686 3.430  -0.59
30 H 0.181 2.777 0.225  0.42
31 H -1.204 3.504 0.605  0.25
32 O -0.389 3.115 0.871  -0.64
33 H -0.468 1.868 4.809  0.34
34 H 0.704 0.991 4.845  0.37
35 O -0.118 1.092 5.319  -0.67
36 H 1.765 2.780 3.123  0.23
37 H 0.388 2.948 2.543  0.36
38 O 0.940 2.785 3.453  -0.63
39 H 1.436 -1.065 3.598  0.37
40 H 0.058 -0.451 3.672  0.29
41 O 0.987 -0.262 3.427  -0.68
42 H 3.160 3.479 -0.539  0.33
43 H 4.129 2.463 -0.564  0.32
44 O 3.767 3.141 -1.205  -0.65
45 H 2.446 -0.801 -1.350  0.27
46 H 1.835 -0.998 -0.067  0.46
47 O 2.379 -0.337 -0.457  -0.59
48 H 1.938 -3.350 -3.057  0.25
49 H 2.630 -2.439 -4.109  0.40
50 O 2.141 -3.254 -3.904  -0.68
51 H 1.394 -3.322 4.054  0.30
52 H 0.306 -1.107 1.485  0.44
53 O 0.601 -1.815 0.977  -0.84
54 H 1.689 1.404 -0.201  0.21
55 H 1.626 2.232 -1.451  0.21
56 O 1.235 2.050 -0.712  -0.47
57 H -1.223 0.721 1.892  0.17
58 H -2.003 -0.180 4.325  0.29
59 O -2.365 -0.912 3.851  -0.57

=====

Record 2
C7H3BF4NO5S4W | ωB97M-V with the def2-TZVPD basis set

The calculation puts the frontier orbital gap (alpha / beta) at 6.104 / 6.105 eV. The charge is -1. As for the LUMO energy (alpha / beta): 1.24 / 1.24 eV. The energy above the lowest of the compared OMol25 structures with the same formula, charge and spin is 0.0 kJ/mol. Its electronic energy is -75761.39772 eV. Its spin multiplicity is 1.

Each line ends with the Mulliken charge.
Geometry (Å):
1 W 0.017 -0.764 -0.339  1.88
2 O -1.458 4.270 3.035  -0.53
3 C -1.154 3.153 2.341  1.17
4 C -0.414 2.109 2.898  -0.49
5 C -0.142 1.014 2.114  -0.08
6 N -0.555 0.944 0.858  -0.30
7 C -1.302 1.906 0.330  0.08
8 C -1.627 3.040 1.037  -0.76
9 C -1.783 1.532 -1.045  0.44
10 O -2.562 2.213 -1.659  -0.65
11 O -1.278 0.383 -1.416  -0.65
12 C 0.517 -0.255 2.569  0.49
13 O 0.936 -0.367 3.699  -0.68
14 O 0.503 -1.166 1.640  -0.38
15 H -1.075 4.212 3.918  0.29
16 H -0.060 2.102 3.921  0.45
17 H -2.246 3.793 0.570  0.56
18 S -2.132 -1.671 0.562  -0.26
19 S -0.847 -2.900 -0.451  -0.22
20 S 2.219 -1.734 -0.586  -0.24
21 S 2.101 0.303 -0.359  -0.26
22 F 2.059 -0.206 -3.889  -0.33
23 B 0.743 0.085 -3.615  0.57
24 F 0.570 1.359 -3.125  -0.38
25 F 0.360 -0.904 -2.466  -0.40
26 F -0.112 -0.237 -4.635  -0.33

=====

Record 3
C7H3Cl3IrO7 | ωB97M-V with the def2-TZVPD basis set

The calculation puts the frontier orbital gap (alpha / beta) at 7.639 / 7.213 eV. The charge is 0. As for the LUMO energy (alpha / beta): -1.51 / -2.19 eV. As for the expectation value of S²: 0.75. The energy above the lowest of the compared OMol25 structures with the same formula, charge and spin is 0.4 kJ/mol. Its electronic energy is -62035.31183 eV. Its spin multiplicity is 2.

Each line ends with the Mulliken charge.
Geometry (Å):
1 Ir 1.431 2.042 1.010  1.61
2 Cl -2.240 -4.268 0.241  -0.21
3 C -1.609 -2.660 0.345  0.23
4 C -2.490 -1.572 0.269  -0.57
5 C -2.024 -0.287 0.348  0.32
6 Cl -3.117 1.037 0.249  -0.17
7 C -0.641 -0.018 0.503  0.53
8 O -0.279 1.236 0.516  -1.00
9 C 0.227 -1.127 0.585  0.63
10 C 1.627 -0.966 0.759  0.09
11 O 2.251 0.099 0.882  -0.71
12 C -0.272 -2.445 0.501  -1.00
13 H -3.550 -1.743 0.144  0.44
14 H 2.230 -1.879 0.799  0.39
15 H 0.415 -3.279 0.561  0.39
16 O 1.354 3.359 2.047  -0.35
17 O 0.574 3.647 -1.512  -0.55
18 Cl 1.279 2.528 -2.022  1.67
19 O 0.428 1.449 -2.372  -0.52
20 O 2.223 2.845 -3.020  -0.57
21 O 2.185 2.001 -0.832  -0.66